# 1
Formula: C4H13NO2
Source: the OMol25 dataset
Level of theory: ωB97M-V/def2-TZVPD

As for the total charge: 0. As for the energy above the lowest of the compared OMol25 structures with the same formula, charge and spin: 36.0 kcal per mole. As for the multiplicity: 1. As for the structure (SMILES): C=C(C)NC.O.O. The value obtained for the largest force on an atom is 2.7 eV/A. The HOMO-LUMO gap comes out at 8.666 eV. The total energy comes out at -9942.636 eV.

Last column: Mulliken charge in e.
Positions of all 20 atoms, in Å:
O (0.439, 2.269, -1.986)  -0.63
O (0.676, 2.405, 0.675)  -0.65
N (0.131, -0.485, -0.629)  -0.07
C (-0.826, -1.911, 1.264)  -1.22
C (-1.162, -0.535, -1.338)  -1.01
C (1.335, -0.625, 1.415)  -0.92
C (0.203, -0.895, 0.708)  0.53
H (-1.031, -1.144, -2.231)  0.33
H (-1.318, -1.484, 2.128)  0.30
H (-1.970, -0.866, -0.696)  0.34
H (0.226, 3.072, 1.196)  0.26
H (0.141, 1.602, 0.637)  0.35
H (-1.387, 0.508, -1.746)  0.24
H (1.688, -1.053, 2.339)  0.33
H (-1.642, -2.191, 0.604)  0.36
H (0.907, 2.346, -1.134)  0.35
H (-0.350, -2.819, 1.692)  0.32
H (1.870, 0.221, 0.969)  0.24
H (1.170, 2.154, -2.602)  0.31
H (0.902, -0.569, -1.266)  0.24

Forces on atoms 1 to 6 (eV/Å):
0.72 -0.02 -0.23
0.41 0.01 0.02
-2.13 -0.01 0.42
0.30 0.26 0.52
0.90 2.03 -0.90
-0.93 1.27 -1.43

---

# 2
Formula: C4H13NO2
Source: the OMol25 dataset
Level of theory: ωB97M-V/def2-TZVPD

As for the total charge: 0. As for the energy above the lowest of the compared OMol25 structures with the same formula, charge and spin: 17.9 kcal per mole. As for the multiplicity: 1. As for the structure (SMILES): C[C@@H](O)CCN.O. The value obtained for the largest force on an atom is 2.0 eV/A. The HOMO-LUMO gap comes out at 9.421 eV. The total energy comes out at -9943.422 eV.

Last column: Mulliken charge in e.
Positions of all 20 atoms, in Å:
O (-0.711, -2.330, 2.041)  -0.66
O (-0.804, -0.328, -1.545)  -0.58
N (1.603, -0.459, 1.247)  -0.61
C (-0.727, 0.744, -0.560)  0.49
C (1.685, -0.039, -0.161)  -0.41
C (-1.549, 1.939, -1.013)  -1.47
C (0.742, 1.149, -0.420)  -0.86
H (-1.146, 0.349, 0.367)  0.26
H (2.721, 0.270, -0.274)  0.42
H (-0.674, -3.115, 2.595)  0.30
H (-1.199, 2.628, -1.782)  0.33
H (-2.567, 1.718, -1.356)  0.35
H (1.093, 1.711, -1.284)  0.39
H (-1.535, -0.866, -1.301)  0.33
H (2.335, -1.112, 1.451)  0.23
H (0.756, -1.010, 1.394)  0.20
H (-0.665, -2.685, 1.128)  0.33
H (1.364, -0.767, -0.907)  0.24
H (-1.733, 2.502, -0.090)  0.38
H (0.695, 1.888, 0.393)  0.36

Forces on atoms 1 to 6 (eV/Å):
-0.09 -0.43 -0.92
0.90 0.79 0.09
-0.90 -0.40 -0.33
0.31 -0.27 -1.95
-0.43 1.05 0.77
-1.33 0.57 0.90

---

# 3
Formula: C4H13NO2
Source: the OMol25 dataset
Level of theory: ωB97M-V/def2-TZVPD

As for the total charge: 0. As for the energy above the lowest of the compared OMol25 structures with the same formula, charge and spin: 39.9 kcal per mole. As for the multiplicity: 1. As for the structure (SMILES): C=O.NCO.CC. The value obtained for the largest force on an atom is 2.3 eV/A. The HOMO-LUMO gap comes out at 10.353 eV. The total energy comes out at -9942.468 eV.

Last column: Mulliken charge in e.
Positions of all 20 atoms, in Å:
O (0.215, 0.381, -1.709)  -0.60
O (0.926, -2.165, -1.124)  -0.51
N (-1.692, 1.762, -1.530)  -0.63
C (0.597, -2.255, 0.040)  -0.13
C (1.233, 0.375, 1.169)  -0.59
C (0.187, 0.222, 2.267)  -0.77
C (-1.201, 0.463, -1.868)  -0.24
H (-1.294, 2.459, -2.150)  0.27
H (-0.127, -0.816, 2.377)  0.24
H (-0.443, -2.096, 0.364)  0.27
H (1.282, -2.628, 0.815)  0.31
H (-1.470, 0.241, -2.908)  0.35
H (-0.698, 0.817, 2.045)  0.22
H (2.125, -0.211, 1.391)  0.34
H (0.521, -0.554, -1.846)  0.35
H (0.576, 0.550, 3.232)  0.33
H (0.800, 0.312, 0.097)  0.01
H (-1.690, -0.273, -1.214)  0.24
H (-1.425, 2.005, -0.582)  0.24
H (1.577, 1.411, 1.133)  0.32

Forces on atoms 1 to 6 (eV/Å):
0.17 -0.61 -0.67
-0.01 -0.18 0.92
0.10 0.07 0.01
-0.06 -0.72 -0.86
-0.62 0.95 -1.25
0.10 0.00 -0.13

---

Number 1: molar mass 107.15 g mol⁻¹. Number 2: molar mass 107.15 g mol⁻¹. Number 3: molar mass 107.15 g mol⁻¹.